Here is C37H38MnN12O4 as an isolated structure at a distorted geometry from OMol25. Energies are from ωB97M-V with the def2-TZVPD basis set.

Output
HOMO (alpha / beta)	-7.28 / -7.19	eV
ΔE to the lowest compared entry with this formula, charge and spin	0.0	kcal per mole
spin multiplicity	2
orbital gap (alpha / beta)	0.27238 / 0.26934	Ha
charge	0

Last column: Löwdin spin population.
Atoms and positions in Å:
H: 3.371 -4.966 -0.652  0.00
C: 1.759 -3.534 -0.228  0.00
H: 1.451 -2.976 1.750  0.00
C: 2.628 1.049 2.638  0.00
C: 3.237 -1.135 -3.282  0.00
C: 0.026 0.955 2.446  0.00
C: -2.379 2.834 -2.737  0.00
C: 4.224 -1.716 -4.065  0.00
H: 1.467 -4.537 -4.758  0.00
C: -2.608 -1.940 4.290  0.00
C: -1.217 -1.743 4.317  0.00
H: -3.474 0.141 8.156  0.00
H: -5.862 -3.602 -2.538  0.00
H: -4.435 -1.838 5.390  0.00
H: -2.995 0.595 1.264  0.00
C: -2.721 -2.733 -0.593  0.00
C: -1.529 1.817 4.047  0.00
H: 1.131 -2.788 -4.737  0.00
C: 0.888 -3.748 -4.282  0.00
H: 1.338 -1.732 6.188  0.00
H: 3.383 1.308 1.896  0.00
N: 2.558 -0.310 0.221  0.00
H: 0.940 -0.019 6.280  0.00
H: -4.690 -1.011 7.599  0.00
H: 3.025 0.217 3.225  0.00
H: -1.742 2.259 5.010  0.00
C: 5.618 -1.968 -2.122  0.00
C: -2.997 1.606 -2.570  0.00
O: 0.825 -2.386 3.283  0.00
H: -0.958 -0.548 7.480  0.00
N: -3.998 -1.020 -2.228  0.00
H: -3.593 1.648 3.440  0.00
C: -3.354 -2.478 3.094  0.00
C: 5.415 -2.135 -3.487  0.00
C: -2.228 0.889 1.972  0.00
C: 2.309 -0.433 -1.083  0.00
N: 0.777 -2.785 -0.718  0.00
H: -3.029 -3.491 2.852  0.00
N: 1.210 -3.732 -2.867  0.00
N: -2.042 -3.604 0.146  0.00
C: -0.634 2.092 -1.287  0.00
C: 4.630 -1.393 -1.338  0.00
H: 4.762 -1.265 -0.272  0.00
N: 2.036 -3.480 1.070  0.00
Mn: -0.366 -0.751 0.041  0.97
O: -0.483 -2.288 -2.560  0.00
H: -3.364 -1.549 8.629  0.00
H: -2.471 -4.504 0.280  0.00
H: 6.547 -2.290 -1.670  0.00
H: -0.659 4.023 -2.205  0.00
C: -3.629 -0.881 7.807  0.00
H: -1.386 -3.238 0.838  0.00
H: 0.597 1.805 4.336  0.00
N: -5.472 -2.699 -2.734  0.00
C: 2.249 -4.441 -2.368  0.00
H: -0.175 -3.932 -4.417  0.00
H: 0.309 2.220 -0.771  0.00
C: -0.356 -2.059 3.101  0.00
C: -4.390 -2.295 -2.038  0.00
C: -3.365 -1.664 5.424  0.00
C: 3.434 -0.974 -1.915  0.00
H: -3.922 1.348 -3.061  0.00
N: -2.267 -1.451 -0.659  0.00
C: -0.626 -1.233 5.487  0.00
H: -6.004 -2.014 -3.236  0.00
O: 1.215 -0.166 -1.635  0.03
H: 2.774 -4.056 1.431  0.00
H: 1.366 -0.778 4.727  0.00
C: -2.378 0.679 -1.745  0.00
H: -3.187 -1.872 2.206  0.00
C: -0.220 1.565 3.673  0.00
H: 6.187 -2.584 -4.099  0.00
H: 4.068 -1.837 -5.131  0.00
C: 1.376 0.625 1.945  -0.01
N: -3.793 -3.180 -1.256  0.00
H: 2.463 1.895 3.300  0.00
N: 1.367 -0.021 0.834  0.00
C: -2.558 1.476 3.182  0.00
C: -1.429 -0.954 6.590  0.00
N: -0.978 0.630 1.614  0.00
C: -2.796 -1.171 6.588  0.00
C: -1.178 3.083 -2.088  0.00
O: -0.898 -1.906 1.960  0.00
C: -2.932 -0.687 -1.527  0.00
H: -4.421 -2.514 3.313  0.00
N: -1.233 0.920 -1.115  0.01
C: 0.840 -0.914 5.663  0.00
H: 2.293 -0.812 -3.703  0.00
H: -2.826 3.586 -3.373  0.00
C: 2.550 -4.399 -1.060  0.00
H: 2.806 -5.038 -3.077  0.00
C: 0.443 -2.893 -2.046  0.00

Atomic forces in eV per Å
0.01 0.00 0.01
0.06 0.06 0.18
0.18 0.15 0.09
0.02 -0.03 -0.06
-0.01 -0.02 0.01
0.18 -0.01 -0.04
0.00 -0.03 0.01
0.01 0.01 -0.02
0.00 0.01 -0.02
-0.04 -0.02 -0.04
0.05 -0.04 -0.02
0.00 0.01 0.00
0.01 0.00 -0.01
-0.02 0.00 0.00
0.00 -0.01 0.00
0.06 0.10 -0.13
0.03 -0.01 -0.04
-0.02 0.00 0.00
0.00 0.00 -0.02
0.03 -0.03 -0.05
-0.02 -0.02 0.01
-0.25 0.01 0.13
0.01 -0.01 0.01
-0.01 0.00 0.00
0.02 0.00 0.01
-0.01 0.01 0.01
-0.01 0.00 0.01
0.07 0.08 0.03
0.02 -0.21 -0.01
0.00 0.00 0.01
0.05 -0.10 0.11
0.00 0.00 0.00
-0.02 -0.03 0.01
0.00 0.00 -0.01
-0.02 0.01 0.05
0.10 0.05 -0.07
-0.36 0.10 -0.36
0.03 0.01 -0.04
0.08 -0.05 0.02
-0.06 -0.06 0.17
-0.06 0.05 0.00
0.01 0.02 -0.02
0.01 0.00 0.01
-0.18 -0.09 -0.03
-0.31 0.37 1.13
-0.06 -0.08 -0.02
0.01 -0.01 0.00
0.02 0.01 -0.03
0.01 0.00 0.00
-0.01 0.02 -0.01
-0.01 0.00 0.00
-0.04 0.00 -0.08
0.02 0.00 0.01
-0.05 -0.02 0.04
-0.02 0.00 0.01
0.01 -0.01 -0.01
0.02 0.00 -0.02
-0.04 0.42 0.26
0.02 0.05 -0.04
0.00 0.04 0.00
-0.02 0.01 0.08
-0.01 -0.01 0.00
-0.02 -0.12 -0.07
-0.02 0.04 0.05
0.01 0.00 -0.01
0.18 -0.08 -0.18
0.02 0.02 0.01
0.00 0.03 -0.06
-0.05 -0.18 0.10
-0.03 0.00 0.03
-0.10 -0.02 -0.05
0.00 -0.01 0.00
0.00 -0.01 -0.01
-0.22 0.06 0.04
-0.03 -0.02 0.04
-0.01 0.03 0.02
0.21 -0.01 -0.18
0.01 0.01 -0.01
0.00 0.05 -0.03
0.06 -0.08 -0.10
0.00 -0.01 -0.02
0.00 -0.03 0.03
0.20 -0.38 -0.47
0.12 0.19 -0.03
-0.01 -0.02 0.01
0.21 -0.23 -0.22
-0.01 -0.08 0.00
0.00 0.02 0.01
0.00 0.02 0.00
0.02 0.05 -0.06
0.00 0.00 0.00
0.02 0.05 -0.03